No. 1
Formula: C19H53O22P5
Source: the OMol25 dataset
Level of theory: wB97M-V/def2-TZVPD

```
! RIJCOSX wB97M-V def2-TZVPD def2/J DEFGRID3
* xyz 0 1
C -3.291 -4.569 -4.939
O -1.920 -4.431 -4.924
P -1.282 -3.026 -5.536
O -2.002 -1.730 -5.506
O 0.153 -3.094 -4.846
C 0.447 -2.558 -3.628
O -0.938 -3.499 -7.042
C -0.235 -2.519 -7.814
H -3.577 -5.367 -5.624
H -3.898 -3.816 -5.442
H -3.528 -4.498 -3.878
H 0.929 -3.325 -3.021
H -0.456 -2.166 -3.161
H 1.168 -1.757 -3.792
H -0.910 -1.664 -7.797
H -0.169 -2.774 -8.872
H 0.758 -2.310 -7.417
C 0.237 -0.548 2.840
O 0.171 -1.956 3.078
P -0.332 -2.510 4.533
O 0.409 -1.947 5.728
O -0.377 -4.144 4.413
C -0.769 -4.995 5.547
O -1.952 -2.172 4.565
C -2.508 -0.889 5.076
H 1.249 -0.249 2.569
H 0.073 -0.067 3.805
H -0.584 -0.210 2.207
H -1.523 -5.757 5.352
H -0.996 -4.325 6.376
H -0.081 -5.690 6.028
H -2.959 -0.369 4.231
H -1.816 -0.240 5.614
H -3.383 -1.014 5.714
C -1.281 1.935 -1.194
O -2.736 1.881 -1.391
P -3.562 3.087 -0.757
O -2.997 4.386 -1.164
O -3.658 2.832 0.824
C -4.372 3.741 1.704
O -5.130 2.789 -1.199
C -5.729 1.583 -0.703
H -1.083 2.416 -0.236
H -0.857 2.602 -1.945
H -1.023 0.877 -1.160
H -5.013 4.442 1.170
H -3.715 4.376 2.297
H -5.066 3.175 2.326
H -5.836 0.893 -1.540
H -6.778 1.729 -0.448
H -5.322 1.031 0.144
C 3.970 1.099 -1.520
O 4.458 0.749 -2.783
P 6.015 0.337 -3.012
O 6.961 1.468 -2.752
O 6.317 -1.056 -2.087
C 5.409 -2.121 -2.016
O 6.113 -0.261 -4.530
C 7.396 -0.119 -5.236
H 4.468 0.520 -0.743
H 2.912 0.836 -1.527
H 4.057 2.172 -1.346
H 4.764 -2.054 -1.140
H 5.952 -3.060 -2.123
H 4.737 -2.090 -2.874
H 8.036 0.656 -4.813
H 7.076 0.205 -6.226
H 7.990 -1.021 -5.387
C -2.207 3.022 2.347
O -1.805 3.233 3.691
P -0.987 2.038 4.490
O -1.675 0.764 4.615
O 0.377 2.063 3.668
C 1.479 1.339 3.994
O -0.651 2.749 5.979
C -1.597 2.626 6.992
H -1.572 2.261 1.893
H -1.981 3.799 1.618
H -3.211 2.610 2.241
H 2.098 1.976 4.626
H 1.888 0.889 3.089
H 1.165 0.601 4.733
H -1.092 2.424 7.936
H -2.376 1.871 6.884
H -2.152 3.555 7.124
O 0.253 1.533 -2.065
C 1.142 0.801 -1.635
O 1.972 1.024 -0.501
C 1.448 1.980 0.361
C 0.522 1.357 1.412
C 1.536 -0.463 -2.390
H 0.870 2.803 -0.062
H 2.331 2.387 0.854
H 0.203 2.024 2.213
H 1.010 0.427 1.702
H -0.402 0.941 1.011
H 2.012 -0.270 -3.351
H 0.659 -1.045 -2.671
H 2.161 -1.170 -1.845
*
```

Properties
gap between HOMO and LUMO = 9.3195 eV
ΔE to the lowest compared entry with this formula, charge and spin = 475.0 kcal per mole
HOMO energy = -0.343 Eh

---

No. 2
Formula: C21H20ClIO4PRuS2
Source: the OMol25 dataset
Level of theory: wB97M-V/def2-TZVPD

```
! RIJCOSX wB97M-V def2-TZVPD def2/J DEFGRID3
* xyz 0 2
Ru -0.700 0.103 -0.114
Cl -3.024 1.545 6.810
C -2.471 1.532 5.162
C -1.895 2.691 4.620
C -1.450 2.708 3.326
C -1.536 1.561 2.492
O -1.090 1.634 1.289
C -2.144 0.400 3.058
C -2.414 -0.787 2.295
O -2.135 -1.013 1.115
C -2.601 0.413 4.391
H -1.809 3.574 5.240
H -1.010 3.601 2.902
H -2.949 -1.583 2.834
H -3.062 -0.479 4.798
I -2.140 1.668 -1.733
C -2.536 0.073 -3.036
C -3.268 0.266 -4.168
C -3.546 -0.837 -5.001
C -3.094 -2.076 -4.659
C -2.335 -2.287 -3.481
C -1.894 -3.582 -3.128
C -1.181 -3.765 -1.979
C -0.865 -2.669 -1.155
C -1.249 -1.381 -1.443
C -2.020 -1.187 -2.634
H -3.641 1.248 -4.427
H -4.128 -0.689 -5.901
H -3.314 -2.932 -5.286
H -2.139 -4.414 -3.777
H -0.844 -4.755 -1.698
H -0.280 -2.850 -0.260
C 4.625 -1.245 -1.771
C 4.540 -0.063 -0.836
O 3.596 -0.344 0.231
P 2.130 0.267 0.159
S 0.947 -0.745 1.410
S 1.136 0.232 -1.573
O 2.318 1.802 0.542
C 2.869 2.145 1.835
C 4.205 2.824 1.657
H 5.386 -1.064 -2.531
H 3.670 -1.417 -2.268
H 4.896 -2.144 -1.218
H 4.239 0.849 -1.358
H 5.491 0.131 -0.341
H 2.952 1.249 2.454
H 2.137 2.804 2.302
H 4.929 2.147 1.203
H 4.595 3.136 2.627
H 4.107 3.706 1.025
*
```

Properties
gap between HOMO and LUMO (spin up / spin down) = 7.7369 / 7.3287 eV
ΔE to the lowest compared entry with this formula, charge and spin = 9.0 kcal per mole
expectation value of S² = 0.757
HOMO energy (spin up / spin down) = -0.285 / -0.284 Eh

---

No. 3
Formula: C7H15ClI2N2OPRuS
Source: the OMol25 dataset
Level of theory: wB97M-V/def2-TZVPD

```
! RIJCOSX wB97M-V def2-TZVPD def2/J DEFGRID3
* xyz 2 6
I 2.794 1.687 1.556
I -0.675 -1.242 -1.386
Ru 0.800 0.276 0.314
P 1.151 1.799 -1.458
C 2.544 1.315 -2.537
C -0.239 2.027 -2.627
H 0.784 3.873 -0.283
H 1.490 4.167 -1.905
H 2.528 3.594 -0.552
C 1.532 3.535 -1.007
H -1.140 2.255 -2.048
H -0.012 2.863 -3.303
H 2.670 2.045 -3.349
H 2.343 0.327 -2.968
H -0.401 1.110 -3.204
H 3.466 1.271 -1.945
C 2.163 -0.818 -0.216
O 3.032 -1.519 -0.545
Cl -0.982 1.809 0.755
S 0.599 -0.981 2.302
C -0.875 -1.826 2.175
N -2.079 -1.356 2.553
C -3.119 -2.365 2.435
C -2.338 -3.628 2.069
N -1.003 -3.118 1.825
H -2.237 -0.384 2.766
H -3.831 -2.095 1.642
H -3.660 -2.484 3.380
H -2.749 -4.129 1.188
H -2.320 -4.336 2.907
H -0.236 -3.670 1.467
*
```

Properties
gap between HOMO and LUMO (spin up / spin down) = 7.1832 / 5.5206 eV
ΔE to the lowest compared entry with this formula, charge and spin = 0.0 kcal per mole
expectation value of S² = 8.788
HOMO energy (spin up / spin down) = -0.524 / -0.596 Eh

---

No. 4
Formula: C25H20F6P2PdS2Sb
Source: the OMol25 dataset
Level of theory: wB97M-V/def2-TZVPD

```
! RIJCOSX wB97M-V def2-TZVPD def2/J DEFGRID3
* xyz 0 2
Pd 0.108 1.698 1.043
S 2.546 0.051 0.802
P 1.407 -0.058 2.440
C -0.186 -0.139 1.722
P -1.779 -0.056 2.438
S -3.037 0.207 0.936
C -2.092 -1.569 3.404
C -1.261 -1.858 4.482
C -1.434 -3.026 5.197
C -2.428 -3.921 4.826
C -3.230 -3.652 3.728
C -3.067 -2.478 3.010
C -1.928 1.371 3.587
C -1.835 2.644 3.020
C -1.920 3.764 3.830
C -2.107 3.621 5.198
C -2.249 2.358 5.746
C -2.162 1.232 4.948
C 1.667 1.423 3.508
C 1.124 1.509 4.788
C 1.253 2.681 5.512
C 1.938 3.760 4.971
C 2.495 3.672 3.704
C 2.354 2.512 2.962
C 1.879 -1.529 3.396
C 1.340 -2.744 2.989
C 1.696 -3.903 3.651
C 2.597 -3.848 4.706
C 3.154 -2.636 5.087
C 2.798 -1.469 4.435
H -0.471 -1.170 4.751
H -0.789 -3.242 6.033
H -2.570 -4.829 5.394
H -3.984 -4.363 3.424
H -3.691 -2.266 2.152
H -1.811 2.767 1.928
H -1.856 4.746 3.390
H -2.168 4.496 5.826
H -2.432 2.239 6.804
H -2.281 0.252 5.382
H 0.616 0.657 5.216
H 0.817 2.747 6.498
H 2.061 4.662 5.550
H 3.043 4.504 3.286
H 2.821 2.432 1.979
H 0.651 -2.772 2.152
H 1.271 -4.848 3.344
H 2.879 -4.755 5.220
H 3.872 -2.598 5.893
H 3.239 -0.520 4.711
F 1.055 2.234 -1.112
Sb 0.400 4.075 -0.841
F -1.285 3.152 -0.378
F -0.196 4.232 -2.621
F -0.149 5.847 -0.436
F 2.224 4.605 -0.979
F 0.654 3.913 1.166
*
```

Properties
gap between HOMO and LUMO (spin up / spin down) = 6.1537 / 6.0659 eV
ΔE to the lowest compared entry with this formula, charge and spin = 42.2 kcal per mole
expectation value of S² = 0.764
HOMO energy (spin up / spin down) = -0.322 / -0.319 Eh

---

No. 5
Formula: C19H25CrN6OS2
Source: the OMol25 dataset
Level of theory: wB97M-V/def2-TZVPD

```
! RIJCOSX wB97M-V def2-TZVPD def2/J DEFGRID3
* xyz 2 2
Cr 0.767 -0.751 -1.320
C 2.381 -4.392 2.265
C 1.777 -4.489 0.919
N 1.395 -5.561 0.319
N 0.905 -5.163 -0.886
C 0.957 -3.848 -1.060
S 0.464 -2.885 -2.355
N 1.513 -3.397 0.092
N 1.800 -2.045 0.290
H 2.407 -5.386 2.704
H 1.794 -3.741 2.916
H 3.403 -4.012 2.214
H 0.555 -5.853 -1.534
H 2.810 -1.913 0.227
H 1.516 -1.778 1.230
C 2.475 1.281 0.341
N 1.534 0.975 -0.756
C 1.152 1.982 -1.524
C 0.390 1.659 -2.644
C -0.130 2.341 -3.750
C -0.669 1.366 -4.591
C -0.468 0.130 -3.974
N 0.161 0.293 -2.795
C 1.864 2.041 1.500
C 0.905 1.442 2.311
C 0.353 2.135 3.376
C 0.758 3.436 3.644
C 1.719 4.036 2.845
C 2.274 3.338 1.780
H 3.302 1.864 -0.069
H 2.895 0.343 0.710
H 1.461 3.003 -1.314
H -0.098 3.405 -3.926
H -1.143 1.524 -5.545
H -0.761 -0.847 -4.329
H 0.610 0.415 2.121
H -0.378 1.656 4.016
H 0.337 3.973 4.483
H 2.047 5.045 3.055
H 3.041 3.807 1.175
O -0.862 -0.705 -0.193
S -1.804 0.523 -0.035
C -3.086 -0.056 1.109
C -4.298 0.740 0.650
C -4.384 0.594 -0.879
C -2.961 0.435 -1.444
H -2.784 0.147 2.135
H -3.194 -1.129 0.948
H -4.172 1.790 0.925
H -5.204 0.385 1.137
H -4.880 1.459 -1.314
H -4.973 -0.283 -1.141
H -2.686 1.211 -2.157
H -2.787 -0.539 -1.903
*
```

Properties
gap between HOMO and LUMO (spin up / spin down) = 6.5666 / 7.1248 eV
ΔE to the lowest compared entry with this formula, charge and spin = 7.8 kcal per mole
expectation value of S² = 0.781
HOMO energy (spin up / spin down) = -0.521 / -0.522 Eh

---

No. 6
Formula: C5H8O
Source: the OMol25 dataset
Level of theory: wB97M-V/def2-TZVPD

```
! RIJCOSX wB97M-V def2-TZVPD def2/J DEFGRID3
* xyz 0 1
C 1.585 -0.274 0.485
C 0.663 0.480 -0.434
C -0.573 -0.114 -1.088
C -1.314 -0.901 -0.012
O -1.266 0.142 0.986
C -0.561 1.015 0.144
H 1.033 -0.715 1.321
H 2.306 0.436 0.907
H 2.135 -1.056 -0.038
H 1.166 1.138 -1.138
H -1.201 0.719 -1.433
H -0.825 -1.821 0.344
H -2.349 -1.132 -0.275
H -0.799 2.083 0.231
*
```

Properties
gap between HOMO and LUMO = 9.2994 eV
ΔE to the lowest compared entry with this formula, charge and spin = 91.3 kcal per mole
SMILES = C[C@H]1[C@H]2CO[C@@H]12
HOMO energy = -0.302 Eh

---

No. 7
Formula: C13H28INO5P
Source: the OMol25 dataset
Level of theory: wB97M-V/def2-TZVPD

```
! RIJCOSX wB97M-V def2-TZVPD def2/J DEFGRID3
* xyz -1 1
C -3.819 0.319 0.631
C -4.026 -1.220 0.980
C -4.340 -1.548 2.506
I -6.035 -0.335 3.324
C -3.065 -1.562 3.462
N -2.003 -0.621 2.995
C -0.797 -1.308 2.463
C -1.684 0.403 3.973
C -2.291 1.860 3.675
O -0.995 0.194 5.001
H -4.159 1.044 1.425
H -2.688 0.480 0.525
H -4.247 0.583 -0.397
H -3.145 -1.848 0.608
H -4.932 -1.579 0.374
H -4.748 -2.617 2.523
H -3.399 -1.163 4.485
H -0.096 -0.505 2.050
H -0.342 -1.926 3.297
H -1.135 -1.916 1.565
H -1.785 2.296 2.750
H -3.416 1.767 3.490
H -2.114 2.467 4.611
O 1.048 -0.145 -1.044
P 2.110 0.195 -2.089
O 2.166 -1.280 -2.839
C 1.112 -1.614 -3.731
C 1.213 -0.840 -5.034
O 3.430 0.020 -1.099
C 3.302 0.188 0.311
C 3.098 -1.152 0.993
O 3.219 0.769 -3.266
C 3.160 2.177 -3.519
C 3.541 2.996 -2.299
H 0.145 -1.442 -3.250
H 1.195 -2.684 -3.937
H 1.021 0.225 -4.870
H 0.484 -1.207 -5.760
H 2.215 -0.926 -5.461
H 2.498 0.887 0.549
H 4.230 0.640 0.673
H 2.300 -1.733 0.529
H 2.858 -1.016 2.050
H 4.006 -1.756 0.919
H 2.153 2.439 -3.860
H 3.853 2.389 -4.336
H 2.809 2.869 -1.494
H 3.586 4.058 -2.546
H 4.508 2.679 -1.906
*
```

Properties
gap between HOMO and LUMO = 2.5163 eV
HOMO energy = -0.081 Eh

---

No. 8
Formula: C6H11PS3
Source: the OMol25 dataset
Level of theory: wB97M-V/def2-TZVPD

```
! RIJCOSX wB97M-V def2-TZVPD def2/J DEFGRID3
* xyz 0 1
C 0.593 -1.734 0.913
C -0.293 1.784 0.352
C 1.319 -2.064 0.014
C -0.223 0.921 -0.630
C -0.163 -1.381 2.112
C 0.841 2.804 0.518
P -1.500 -0.550 -0.589
S -2.196 -0.566 -2.640
S -4.157 -0.992 1.452
S -3.276 0.480 0.218
H -1.397 -1.697 -2.774
H -0.870 1.661 1.203
H 1.954 -2.554 -0.621
H 0.410 1.028 -1.458
H -0.242 -2.051 2.972
H -1.220 -1.058 1.784
H 0.305 -0.479 2.335
H 1.757 2.323 0.743
H 0.620 3.611 1.183
H 0.932 3.234 -0.503
H -4.440 -2.001 0.496
*
```

Properties
gap between HOMO and LUMO = 8.8053 eV
ΔE to the lowest compared entry with this formula, charge and spin = 28.1 kcal per mole
SMILES = C/C=C/P(S)SS.C#CC
HOMO energy = -0.312 Eh

---

No. 9
Formula: C4H6BaO2
Source: the OMol25 dataset
Level of theory: wB97M-V/def2-TZVPD

```
! RIJCOSX wB97M-V def2-TZVPD def2/J DEFGRID3
* xyz 1 2
C -1.442 1.053 -2.501
O -1.651 1.771 -3.620
H -1.261 0.001 -2.722
H -2.068 2.621 -3.438
C -3.446 0.350 0.423
C -2.219 0.497 -0.087
C -1.895 1.455 -1.172
O -0.476 1.565 -1.536
Ba 1.536 3.473 -1.487
H -4.257 1.030 0.151
H -1.430 -0.214 0.176
H -3.329 0.099 1.509
H -2.364 2.442 -1.092
*
```

Properties
gap between HOMO and LUMO (spin up / spin down) = 5.5616 / 9.3059 eV
ΔE to the lowest compared entry with this formula, charge and spin = 0.0 kcal per mole
expectation value of S² = 0.750
HOMO energy (spin up / spin down) = -0.323 / -0.478 Eh

---

No. 10
Formula: C11H23Al2B2BrClF9N2O4P2
Source: the OMol25 dataset
Level of theory: wB97M-V/def2-TZVPD

```
! RIJCOSX wB97M-V def2-TZVPD def2/J DEFGRID3
* xyz 0 1
C -2.271 0.587 -2.650
C -2.345 -0.425 -1.408
C -0.964 -0.666 -0.612
P -0.557 -2.527 -0.502
C -0.738 -3.391 -2.174
C -1.770 -3.285 0.779
O -1.358 -0.311 0.775
C -1.207 1.106 0.837
O -1.684 1.927 1.637
O -0.376 1.548 -0.253
C 0.251 0.355 -0.767
C 1.446 -0.136 0.179
C 2.376 1.066 0.655
C 1.826 2.231 1.650
N 3.654 1.163 0.300
P 1.150 0.464 -2.471
N 1.842 1.924 -2.619
H -3.320 1.058 -2.753
H -1.519 1.436 -2.547
H -2.088 0.008 -3.632
H -3.179 -0.086 -0.688
H -2.692 -1.449 -1.817
H -0.112 -2.948 -3.017
H -0.411 -4.486 -2.057
H -1.851 -3.430 -2.487
H -2.652 -2.561 0.927
H -2.149 -4.321 0.460
H -1.231 -3.411 1.784
H 1.132 -0.718 1.107
H 2.127 -0.848 -0.421
H 1.316 3.009 0.952
H 0.981 1.841 2.339
H 2.667 2.745 2.226
H 4.073 2.025 0.722
H 0.257 0.282 -3.572
H 2.147 -0.581 -2.577
H 1.397 2.315 -3.477
B 7.291 1.088 1.021
F 6.695 2.030 1.964
F 7.015 1.523 -0.306
F 8.703 1.043 1.233
F 6.730 -0.198 1.230
Al 5.423 3.615 2.026
C -4.175 -4.786 3.248
O -4.262 -4.713 1.905
H -3.336 -5.369 3.664
H -4.064 -3.834 3.793
H -5.031 -5.237 3.779
F 9.728 -0.405 1.772
Al 0.877 4.616 1.729
B -3.171 3.894 -0.572
F -1.872 3.758 -1.163
F -3.688 5.199 -0.848
F -4.049 2.903 -1.117
F -3.069 3.711 0.849
Br -4.360 -4.634 0.055
Cl -5.552 4.284 0.912
*
```

Properties
gap between HOMO and LUMO = 0.9386 eV
ΔE to the lowest compared entry with this formula, charge and spin = 0.0 kcal per mole
HOMO energy = -0.258 Eh

---

No. 11
Formula: C6H9N
Source: the OMol25 dataset
Level of theory: wB97M-V/def2-TZVPD

```
! RIJCOSX wB97M-V def2-TZVPD def2/J DEFGRID3
* xyz 0 1
C -0.393 2.327 -0.982
C -0.122 1.055 -0.274
C 0.628 -0.029 -0.663
C 0.543 -1.004 0.353
C 0.537 -2.497 0.193
C -0.160 -0.447 1.383
N -0.594 0.791 0.983
H 0.077 3.163 -0.458
H 0.033 2.263 -1.985
H -1.468 2.514 -1.071
H 1.115 -0.165 -1.623
H -0.529 -2.673 0.361
H 1.315 -2.973 0.804
H 0.754 -2.820 -0.839
H -0.533 -0.891 2.302
H -1.202 1.388 1.516
*
```

Properties
gap between HOMO and LUMO = 8.7658 eV
ΔE to the lowest compared entry with this formula, charge and spin = 15.5 kcal per mole
SMILES = Cc1c[nH]c(C)c1
HOMO energy = -0.284 Eh

---

No. 12
Formula: C6H5N4
Source: the OMol25 dataset
Level of theory: wB97M-V/def2-TZVPD

```
! RIJCOSX wB97M-V def2-TZVPD def2/J DEFGRID3
* xyz 1 1
C 3.263 -0.500 -1.094
C 0.411 -0.674 0.744
C -0.841 0.647 -0.878
C -0.760 -0.022 0.418
C 1.412 0.432 -1.190
C -2.018 0.136 1.150
N 2.600 0.332 -1.814
N 0.229 0.837 -1.575
N 2.706 -1.084 -0.072
N 1.487 -0.517 -0.019
H 0.598 -1.302 1.708
H -1.698 1.067 -1.315
H -2.772 -0.011 0.285
H -2.313 1.109 1.581
H -2.302 -0.450 2.070
*
```

Properties
gap between HOMO and LUMO (spin up / spin down) = 5.2728 / 5.7667 eV
ΔE to the lowest compared entry with this formula, charge and spin = 67.4 kcal per mole
SMILES = Cc1cnc2[n+](c1)N=C=N2
HOMO energy (spin up / spin down) = -0.534 / -0.534 Eh